{"formula": "C4H10N2", "method": "wB97M-V/def2-TZVPD", "symbols": ["C", "C", "C", "H", "H", "H", "H", "H", "H", "N", "C", "N", "H", "H", "H", "H"], "coordinates": [[-1.91501, 0.62528, 1.27891], [-1.42886, 0.42549, -0.12336], [-2.13230, -0.00157, -1.17129], [-2.86940, 0.10604, 1.36966], [-2.03425, 1.68886, 1.47615], [-1.23024, 0.20432, 2.01068], [-0.40459, 0.54916, -0.45946], [-1.70484, -0.08812, -2.16351], [-3.16365, -0.35435, -1.14002], [2.25608, -1.49371, -0.08782], [2.60141, -0.16997, -0.18713], [1.89537, 0.76593, 0.29221], [1.27402, -1.71242, -0.06674], [2.92371, -2.14329, -0.46453], [3.56139, -0.04895, -0.69653], [2.37117, 1.64733, 0.13279]], "forces_ev_per_a": [[0.077, -0.376, -0.584], [0.184, -0.574, -1.461], [-0.848, -0.422, 0.182], [-0.131, 0.223, 0.187], [-0.060, 0.028, 0.164], [0.148, 0.071, 0.036], [0.267, 0.679, 1.042], [0.292, 0.045, 0.127], [-0.032, 0.314, 0.282], [0.195, 0.414, -0.156], [0.211, -0.482, 0.143], [0.124, 0.145, -0.118], [0.064, -0.246, 0.165], [-0.451, -0.185, -0.140], [0.101, 0.238, 0.162], [-0.139, 0.129, -0.031]], "total_charge": 0, "smiles": "[H]/N=C/N.C=CC", "gap_ha": 0.376, "de_lowest_kcal_mol": 31.24, "homo_energy_ha": -0.34128}

{"formula": "C4H10N2", "method": "wB97M-V/def2-TZVPD", "symbols": ["C", "C", "N", "H", "H", "H", "H", "H", "C", "C", "N", "H", "H", "H", "H", "H"], "coordinates": [[-1.95385, 3.64944, -0.65558], [-1.63693, 1.43470, -1.29389], [-1.62344, 2.66590, -1.72922], [-2.56627, 4.49743, -1.00673], [-0.99887, 4.15582, -0.35006], [-2.39746, 3.26921, 0.25495], [-1.12869, 0.65379, -1.73105], [-2.41299, 1.23824, -0.60708], [1.55190, -2.81668, -0.10188], [2.14296, -2.50287, 2.08117], [2.30706, -2.01051, 0.93926], [0.69738, -3.39929, 0.27571], [2.47545, -3.30087, -0.67014], [1.21568, -1.86830, -0.68272], [2.84515, -2.27495, 2.90389], [1.48291, -3.39108, 2.37334]], "forces_ev_per_a": [[1.102, 2.989, -1.028], [-0.501, 3.592, -2.317], [-0.968, -2.274, 4.041], [0.187, -0.687, -0.429], [-0.495, -0.586, -0.245], [0.051, -0.926, -0.063], [1.618, -1.676, -0.942], [-0.961, -0.444, 0.993], [2.252, 3.590, -1.368], [0.737, -1.426, 1.993], [-0.898, -1.951, -0.052], [0.676, -0.177, -0.251], [-2.638, 0.468, 0.878], [-0.059, -2.247, -0.112], [-0.592, 0.700, -0.286], [0.488, 1.055, -0.812]], "total_charge": 1, "multiplicity": 2, "gap_ha": [0.210, 0.100], "de_lowest_kcal_mol": 133.04, "homo_energy_ha": [-0.45004, -0.45004]}

{"formula": "C4H10N2O", "method": "wB97M-V/def2-TZVPD", "symbols": ["N", "C", "C", "N", "C", "C", "O", "H", "H", "H", "H", "H", "H", "H", "H", "H", "H"], "coordinates": [[-0.66102, -1.54569, 1.69502], [0.54188, -0.81795, 1.30792], [0.30921, 0.55045, 0.67828], [0.14484, 0.58939, -0.67800], [-0.01370, 1.89407, -1.29491], [-0.18330, -0.60875, -1.41015], [0.33793, 1.54655, 1.37688], [-1.10658, -1.01491, 2.43096], [-0.44881, -2.42122, 2.15492], [1.14091, -1.43393, 0.63561], [1.16218, -0.60486, 2.18913], [-0.18335, 2.60212, -0.48908], [0.86277, 2.16461, -1.88562], [-0.90531, 1.95608, -1.92401], [-0.95248, -1.17429, -0.86779], [0.65288, -1.29103, -1.57634], [-0.69805, -0.39066, -2.34282]], "forces_ev_per_a": [[-0.608, 0.329, -0.022], [0.857, -0.343, 0.541], [-0.235, -0.324, -0.205], [-0.111, 0.308, 0.270], [-0.317, 0.103, 0.060], [-0.960, -0.845, 0.180], [0.032, 0.180, 0.122], [-0.307, 0.241, -0.032], [0.366, -0.143, -0.267], [-0.088, -0.052, -0.031], [0.085, 0.076, -0.234], [0.333, 0.164, -0.048], [-0.017, 0.083, 0.037], [0.086, -0.335, -0.103], [0.305, -0.044, 0.140], [0.119, 0.248, -0.197], [0.461, 0.354, -0.211]], "total_charge": 0, "smiles": "CN(C)C(=O)CN", "gap_ha": 0.371, "de_lowest_kcal_mol": 28.91, "homo_energy_ha": -0.33774}

{"formula": "C4H10N2O", "method": "wB97M-V/def2-TZVPD", "symbols": ["C", "C", "C", "N", "C", "O", "N", "H", "H", "H", "H", "H", "H", "H", "H", "H", "H"], "coordinates": [[0.42263, 0.08575, 0.66102], [-0.03506, 0.81480, -0.56151], [-1.58376, 0.35603, -0.92143], [-1.75199, -1.09127, -0.93283], [2.70843, 0.27553, 1.43964], [0.61901, -1.27987, 0.43263], [1.73223, 0.97318, 1.01026], [-0.03040, -1.54405, -0.26050], [-0.25403, 0.21485, 1.51053], [-2.38687, -1.36184, -1.68459], [-2.18786, -1.40422, -0.06283], [-0.06027, 1.89926, -0.42974], [0.56756, 0.54550, -1.43346], [-1.79914, 0.76852, -1.91167], [-2.28758, 0.80960, -0.21917], [2.68721, -0.82122, 1.58671], [3.63989, 0.75949, 1.77692]], "forces_ev_per_a": [[2.082, 1.848, 0.001], [-3.489, -0.867, -1.000], [1.809, 1.151, 0.168], [-0.488, -0.559, -0.120], [-0.287, 0.090, 0.262], [0.339, 0.159, 0.043], [-0.821, -2.757, 0.530], [0.311, 0.172, 0.253], [0.119, 0.295, 0.101], [0.309, -0.034, 0.296], [0.171, 0.075, -0.360], [0.210, -0.237, 0.091], [0.163, 0.078, 0.236], [-0.042, -0.134, 0.123], [0.196, 0.227, 0.049], [-0.180, 0.427, -0.292], [-0.403, 0.066, -0.381]], "total_charge": 0, "smiles": "C=N[C@H](O)CCN", "gap_ha": 0.377, "de_lowest_kcal_mol": 57.63, "homo_energy_ha": -0.34443}

{"formula": "C4H10N2O", "method": "wB97M-V/def2-TZVPD", "symbols": ["O", "C", "N", "C", "N", "C", "C", "H", "H", "H", "H", "H", "H", "H", "H", "H", "H"], "coordinates": [[2.38135, -0.24910, 1.32970], [1.25860, -0.15410, 0.82835], [0.50348, 0.98650, 0.80938], [-0.81802, 1.03985, 0.06068], [-1.51996, 2.06128, 0.76194], [0.63849, -1.43644, 0.04815], [0.45767, -1.52062, -1.39402], [0.59489, 1.82528, 1.52116], [-0.57682, 1.33519, -1.03923], [-1.32915, 0.03614, -0.11383], [-2.44313, 1.92496, 1.03882], [-1.39597, 2.97443, 0.54554], [-0.29922, -1.51467, 0.46773], [1.21008, -2.35087, 0.40751], [-0.51899, -1.92337, -1.50838], [0.61860, -0.66176, -2.03966], [1.23809, -2.37268, -1.72384]], "forces_ev_per_a": [[-1.562, 0.344, -0.121], [1.643, -1.105, -1.006], [-1.071, 0.429, 0.561], [1.693, 0.609, -1.475], [-0.430, -2.666, 0.675], [2.856, 0.861, 3.386], [2.666, -2.314, -2.448], [0.105, -2.715, -1.963], [-0.309, -0.190, 1.700], [0.419, 1.445, 1.149], [-1.511, -0.690, 0.365], [0.819, 2.988, -1.289], [-2.113, -0.384, 1.318], [-0.481, 1.495, -0.144], [-0.824, -0.311, -0.948], [-0.033, 0.178, 0.220], [-1.866, 2.025, 0.020]], "total_charge": 0, "smiles": "CCC(=O)NCN", "gap_ha": 0.362, "de_lowest_kcal_mol": 59.26, "homo_energy_ha": -0.33505}

{"formula": "C4H10N2O", "method": "wB97M-V/def2-TZVPD", "symbols": ["C", "C", "C", "C", "N", "N", "O", "H", "H", "H", "H", "H", "H", "H", "H", "H", "H"], "coordinates": [[0.20753, -0.33326, -0.70522], [-0.87886, 0.51904, 1.37806], [0.98278, -1.42972, -0.02566], [0.94927, 1.27643, -0.64924], [-0.81794, 0.43176, -0.07534], [-1.93738, -0.73658, -0.66549], [-2.98770, -0.40097, -1.10609], [0.07358, -0.41946, -1.77730], [0.01012, 0.98286, 1.81656], [-0.97309, -0.45913, 1.84898], [-1.76353, 1.10797, 1.62332], [2.06179, -1.24491, -0.05455], [0.80331, -2.37215, -0.54177], [0.72007, -1.59564, 1.01711], [1.04180, 1.83382, 0.27916], [0.54318, 1.87576, -1.45575], [1.96508, 0.96418, -0.90676]], "forces_ev_per_a": [[2.881, 5.274, 1.292], [-0.337, -0.590, -0.134], [0.053, -0.459, -0.159], [2.569, -2.548, -1.536], [-4.516, -2.493, -0.824], [-2.157, 0.728, 0.238], [2.258, 0.020, 1.112], [-0.274, -0.195, 0.102], [-0.122, 0.073, -0.288], [-0.066, -0.180, 0.171], [0.147, 0.015, 0.067], [-0.129, 0.072, -0.097], [0.033, -0.087, 0.022], [-0.130, 0.204, 0.028], [-0.540, -0.385, 0.100], [-0.155, -0.079, 0.107], [0.485, 0.630, -0.201]], "total_charge": 0, "smiles": "CC(C)N(C)N=O", "gap_ha": [0.291, 0.291], "de_lowest_kcal_mol": 159.63, "homo_energy_ha": [-0.28206, -0.28210]}